This record from OMol25 describes 11 unconnected molecules or ions with the total composition C48H111N5O6 at a distorted geometry. The level of theory is ωB97M-V/def2-TZVPD.

ORCA input file:
```
! wB97M-V def2-TZVPD RIJCOSX def2/J DEFGRID3
* xyz 0 1
C 2.058 7.257 -7.628
C 3.494 7.315 -8.175
N 4.417 6.343 -7.589
C 5.776 6.529 -8.236
C 6.591 7.786 -7.824
C 4.452 6.306 -6.167
C 5.494 5.227 -5.605
H 1.750 6.265 -7.296
H 1.425 7.465 -8.490
H 1.898 7.943 -6.796
H 3.438 7.073 -9.236
H 3.870 8.336 -8.249
H 6.504 5.718 -8.208
H 5.701 6.695 -9.310
H 5.995 8.653 -8.109
H 6.812 7.744 -6.758
H 7.496 7.699 -8.426
H 3.428 6.227 -5.802
H 4.689 7.332 -5.885
H 6.528 5.344 -5.930
H 5.180 4.237 -5.935
H 5.502 5.210 -4.515
C -2.303 -7.677 -0.389
C -2.052 -9.099 -0.699
N -3.092 -9.702 -1.571
C -2.639 -10.997 -2.059
C -2.124 -12.056 -1.077
C -4.432 -9.758 -1.036
C -5.531 -9.923 -2.129
H -1.878 -7.031 -1.157
H -1.827 -7.433 0.561
H -3.293 -7.221 -0.390
H -1.014 -9.319 -0.946
H -2.162 -9.675 0.220
H -3.411 -11.489 -2.652
H -1.919 -11.011 -2.877
H -2.461 -11.897 -0.053
H -2.358 -13.089 -1.335
H -1.050 -11.880 -1.031
H -4.619 -8.802 -0.547
H -4.560 -10.506 -0.254
H -5.629 -8.972 -2.653
H -6.468 -10.159 -1.627
H -5.356 -10.711 -2.862
C -6.132 -2.109 -5.718
C -4.752 -2.831 -5.852
N -3.783 -2.351 -6.800
C -3.430 -0.919 -6.674
C -2.929 -0.650 -5.237
C -4.244 -2.576 -8.267
C -4.274 -4.047 -8.670
H -6.686 -2.350 -6.625
H -5.887 -1.050 -5.806
H -6.665 -2.363 -4.802
H -4.224 -2.830 -4.899
H -4.930 -3.903 -5.946
H -2.610 -0.712 -7.362
H -4.269 -0.240 -6.831
H -1.983 -1.150 -5.027
H -2.680 0.408 -5.151
H -3.625 -0.898 -4.436
H -3.559 -2.087 -8.960
H -5.147 -1.996 -8.460
H -3.409 -4.605 -8.314
H -4.394 -4.228 -9.738
H -5.171 -4.407 -8.166
C 7.423 -7.947 2.675
C 7.058 -6.696 1.873
N 6.171 -5.804 2.563
C 6.827 -4.972 3.602
C 5.788 -4.335 4.697
C 5.411 -4.947 1.546
C 4.095 -5.655 1.095
H 8.063 -7.628 3.498
H 8.078 -8.608 2.107
H 6.597 -8.576 3.005
H 7.986 -6.128 1.797
H 6.745 -6.989 0.871
H 7.395 -4.177 3.119
H 7.561 -5.599 4.109
H 6.300 -4.113 5.634
H 4.961 -5.018 4.896
H 5.316 -3.480 4.214
H 5.131 -4.019 2.045
H 6.142 -4.631 0.803
H 3.405 -5.903 1.901
H 3.512 -4.944 0.509
H 4.239 -6.535 0.468
C -0.378 -0.502 0.299
C 0.505 0.129 1.351
N 0.177 1.550 1.778
C -0.037 2.494 0.679
C 1.212 2.727 -0.220
C -0.919 1.497 2.773
C -0.438 0.989 4.098
H -0.163 -1.550 0.088
H -0.212 -0.122 -0.709
H -1.424 -0.340 0.557
H 0.510 -0.624 2.139
H 1.552 0.159 1.049
H -0.933 2.309 0.086
H -0.299 3.491 1.033
H 2.104 2.902 0.381
H 1.341 1.922 -0.943
H 0.925 3.599 -0.808
H -1.785 1.025 2.308
H -1.315 2.498 2.941
H -0.367 -0.075 4.325
H -1.283 1.213 4.748
H 0.360 1.559 4.573
C -5.831 -2.696 0.266
C -5.924 -2.731 1.763
O -6.948 -2.320 2.318
C -4.675 -3.201 2.542
H -6.497 -1.919 -0.110
H -6.259 -3.619 -0.127
H -4.769 -2.571 0.056
H -4.449 -4.255 2.381
H -4.752 -3.036 3.616
H -3.866 -2.521 2.276
C 3.528 9.192 0.288
C 2.187 8.962 -0.437
O 2.216 8.851 -1.651
C 0.896 8.789 0.334
H 4.399 9.027 -0.346
H 3.589 8.586 1.192
H 3.319 10.222 0.579
H 0.088 9.117 -0.320
H 0.919 9.467 1.187
H 0.613 7.815 0.732
C -8.777 4.810 -1.072
C -7.592 4.163 -0.263
O -7.627 3.023 0.273
C -6.352 5.040 -0.269
H -9.663 4.747 -0.439
H -9.114 4.142 -1.864
H -8.560 5.783 -1.513
H -6.543 6.107 -0.388
H -5.652 4.598 -0.978
H -5.877 4.896 0.702
C 0.916 8.049 6.736
C 0.194 6.791 6.150
O 0.267 6.528 4.975
C -0.620 5.976 7.198
H 1.592 7.827 7.563
H 0.263 8.855 7.070
H 1.555 8.472 5.962
H -1.081 6.741 7.823
H -0.109 5.217 7.791
H -1.366 5.428 6.622
C 4.899 4.210 3.843
C 5.246 3.612 5.138
O 4.837 4.132 6.196
C 6.240 2.500 5.206
H 4.759 5.286 3.944
H 4.019 3.748 3.396
H 5.764 4.086 3.190
H 6.294 2.016 4.231
H 5.788 1.782 5.891
H 7.232 2.753 5.580
C -2.686 -0.467 12.489
C -2.378 0.824 11.713
O -3.305 1.458 11.225
C -0.890 1.229 11.547
H -3.775 -0.462 12.487
H -2.445 -0.320 13.542
H -2.436 -1.382 11.952
H -0.536 1.299 10.518
H -0.281 0.596 12.192
H -0.853 2.209 12.024
*
```

The HOMO energy is -8.0 eV. As for the lowest unoccupied orbital energy: 0.26 eV. The energy comes out at -71304.3215 eV. Its gap between HOMO and LUMO is 0.3018 Eh.


This record from OMol25 describes 6 unconnected molecules or ions with the total composition C48H112BN4O3P at a distorted geometry. The level of theory is ωB97M-V/def2-TZVPD.

ORCA input file:
```
! wB97M-V def2-TZVPD RIJCOSX def2/J DEFGRID3
* xyz 0 1
C -1.394 2.739 -0.019
C -0.126 2.103 0.515
C 1.048 3.028 0.690
C -0.064 0.790 0.833
C -1.093 0.081 1.697
C -2.381 -0.411 0.978
C -3.679 0.080 1.628
C -3.674 -0.279 3.133
C -4.917 -0.531 0.975
C -5.006 -0.323 -0.553
N -6.202 0.401 -0.980
C -7.107 -0.266 -1.904
C -8.583 -0.110 -1.507
C -8.880 -0.363 -0.035
C -10.312 0.058 0.333
C -10.408 1.567 0.636
N -11.388 2.239 -0.240
C -6.039 1.811 -1.219
N -5.862 2.541 0.056
C -4.873 2.256 -2.117
O -5.058 3.620 -2.454
C -4.023 4.510 -2.026
B -4.356 5.346 -0.719
N -3.293 5.835 0.123
O -5.677 5.578 -0.397
P -4.646 1.391 -3.707
O -4.397 -0.071 -3.649
H -2.266 2.583 0.627
H -1.617 2.278 -0.983
H -1.280 3.815 -0.157
H 0.727 3.769 1.428
H 1.324 3.594 -0.208
H 1.928 2.503 1.054
H 0.743 0.187 0.420
H -0.588 -0.776 2.143
H -1.373 0.786 2.478
H -2.325 -0.023 -0.040
H -2.418 -1.500 0.881
H -3.719 1.172 1.558
H -3.027 -1.142 3.310
H -3.319 0.541 3.755
H -4.672 -0.572 3.464
H -5.803 -0.080 1.429
H -4.972 -1.595 1.226
H -4.096 0.174 -0.891
H -4.999 -1.293 -1.046
H -7.007 0.113 -2.929
H -6.870 -1.328 -1.936
H -9.176 -0.811 -2.100
H -8.930 0.898 -1.767
H -8.729 -1.419 0.207
H -8.188 0.204 0.591
H -10.616 -0.505 1.216
H -10.989 -0.150 -0.496
H -10.740 1.731 1.661
H -9.416 2.021 0.516
H -11.760 3.062 0.220
H -10.928 2.586 -1.075
H -6.955 2.161 -1.706
H -6.416 3.390 0.032
H -6.276 1.961 0.779
H -3.943 2.094 -1.563
H -3.894 5.231 -2.847
H -3.061 3.996 -1.935
H -2.606 6.415 -0.348
H -3.627 6.401 0.897
H -5.786 5.838 0.524
H -5.723 1.749 -4.541
H -3.550 2.112 -4.228
C -5.124 8.590 -1.557
C -4.727 9.660 -0.544
C -5.880 10.095 0.360
C -7.065 10.729 -0.372
C -6.716 11.957 -1.212
C -6.154 13.114 -0.392
H -5.880 8.953 -2.254
H -4.257 8.286 -2.149
H -5.512 7.702 -1.059
H -4.308 10.526 -1.062
H -3.923 9.271 0.090
H -5.500 10.792 1.112
H -6.244 9.224 0.916
H -7.821 11.008 0.368
H -7.538 9.982 -1.015
H -7.622 12.291 -1.725
H -6.006 11.686 -1.998
H -6.859 13.419 0.384
H -5.960 13.982 -1.024
H -5.214 12.848 0.093
C -0.131 2.694 -5.129
C 0.392 3.791 -6.049
C -0.708 4.710 -6.579
C -1.775 4.014 -7.427
C -1.238 3.273 -8.650
C -0.536 4.183 -9.653
H -0.817 2.024 -5.650
H 0.684 2.086 -4.735
H -0.664 3.128 -4.278
H 0.941 3.340 -6.881
H 1.117 4.400 -5.503
H -0.249 5.517 -7.157
H -1.203 5.195 -5.730
H -2.500 4.765 -7.757
H -2.336 3.311 -6.805
H -2.076 2.776 -9.147
H -0.557 2.477 -8.338
H -1.207 4.972 -9.998
H -0.207 3.620 -10.528
H 0.346 4.657 -9.220
C 2.754 -6.025 2.580
C 3.735 -4.866 2.438
C 3.314 -3.615 3.207
C 1.988 -3.000 2.756
C 1.932 -2.613 1.279
C 2.955 -1.553 0.887
H 1.775 -5.779 2.168
H 3.120 -6.904 2.047
H 2.624 -6.297 3.630
H 3.874 -4.631 1.379
H 4.712 -5.186 2.810
H 4.108 -2.867 3.129
H 3.240 -3.861 4.271
H 1.793 -2.109 3.362
H 1.171 -3.694 2.973
H 0.929 -2.234 1.061
H 2.062 -3.499 0.651
H 2.823 -0.649 1.485
H 2.842 -1.279 -0.163
H 3.980 -1.903 1.021
C 6.159 -7.697 1.655
C 5.846 -8.212 3.056
C 6.786 -7.668 4.130
C 8.257 -8.044 3.944
C 8.534 -9.545 3.882
C 8.150 -10.290 5.155
H 7.149 -8.011 1.319
H 5.433 -8.079 0.935
H 6.120 -6.606 1.623
H 5.862 -9.306 3.056
H 4.824 -7.925 3.317
H 6.442 -8.010 5.110
H 6.708 -6.576 4.150
H 8.834 -7.612 4.769
H 8.642 -7.575 3.034
H 9.602 -9.689 3.695
H 8.017 -9.990 3.027
H 8.676 -9.879 6.020
H 8.407 -11.348 5.082
H 7.079 -10.228 5.352
C 14.897 -6.060 1.329
C 14.424 -7.507 1.405
C 12.918 -7.646 1.622
C 12.399 -7.042 2.928
C 13.046 -7.599 4.196
C 12.812 -9.094 4.385
H 14.711 -5.524 2.262
H 15.969 -6.008 1.132
H 14.385 -5.524 0.527
H 14.968 -8.030 2.197
H 14.686 -8.015 0.473
H 12.649 -8.705 1.577
H 12.394 -7.169 0.787
H 11.318 -7.208 2.981
H 12.533 -5.957 2.908
H 12.633 -7.063 5.055
H 14.119 -7.392 4.197
H 11.743 -9.317 4.412
H 13.246 -9.444 5.322
H 13.256 -9.682 3.581
*
```

The HOMO energy is -7.6 eV. As for the lowest unoccupied orbital energy: 0.13 eV. The energy comes out at -73662.2809 eV. Its gap between HOMO and LUMO is 0.2858 Eh.


Question: Which formula does entry 2 have?
Answer: C48H112BN4O3P


Question: Number 1 is which compound?
Answer: C48H111N5O6


Question: The highest gap between HOMO and LUMO belongs to which entry?
Answer: C48H111N5O6


Question: Which of these has the highest gap between HOMO and LUMO?
Answer: C48H111N5O6